a | Computed, not measured: 2 unconnected molecules or ions with the total composition C7H15NOS, with ωB97M-V/def2-TZVPD.

The calculation puts the gap between HOMO and LUMO at 0.34523 Eh. Its multiplicity is 1.

Element x y z (Å)
1 C -0.63 1.68 2.85
2 C -1.70 2.72 2.56
3 C -1.87 1.33 2.20
4 C 1.50 -1.71 -3.13
5 C 3.19 -1.45 -1.40
6 C 1.23 -2.97 -0.89
7 C 1.84 -2.11 -1.73
8 N -3.34 1.58 0.22
9 O -0.72 2.05 0.18
10 S -1.78 1.00 0.45
11 H 0.32 1.66 2.25
12 H -0.56 1.37 3.91
13 H -2.35 2.97 3.34
14 H -1.62 3.53 1.85
15 H -2.61 0.72 2.74
16 H 2.29 -1.97 -3.93
17 H 1.13 -0.63 -3.21
18 H 0.66 -2.35 -3.53
19 H 3.15 -0.84 -0.52
20 H 3.90 -2.25 -1.16
21 H 3.48 -0.90 -2.28
22 H 0.50 -3.77 -0.98
23 H 1.65 -3.10 0.08
24 H -3.54 2.24 -0.61
25 H -4.13 1.23 0.73

Results of the natural (NBO) charge analysis, in e, for atoms 1 through 4:
1. C -0.42
2. C -0.41
3. C -0.47
4. C -0.67



b | Computed, not measured: C7H15NOS in the gas phase, with ωB97M-V/def2-TZVPD.

The calculation puts the gap between HOMO and LUMO at 0.35742 Eh. Its multiplicity is 1.

Element x y z (Å)
1 C 0.36 -0.03 -1.50
2 C -0.99 0.67 -1.51
3 C 1.39 0.88 -0.93
4 C -1.58 0.83 -0.11
5 C -3.42 0.87 1.54
6 C 3.95 -1.12 0.13
7 C -2.81 0.70 0.22
8 N 3.64 0.28 0.30
9 O 1.77 1.47 1.55
10 S 1.91 0.34 0.74
11 H 0.23 -0.86 -0.77
12 H 0.68 -0.28 -2.58
13 H -0.91 1.67 -2.08
14 H -1.71 0.03 -2.06
15 H 2.39 1.06 -1.45
16 H 0.94 1.81 -0.81
17 H -0.81 1.28 0.68
18 H -2.77 0.86 2.40
19 H -4.07 -0.02 1.78
20 H -4.14 1.65 1.59
21 H 3.20 -1.46 -0.55
22 H 3.84 -1.75 1.04
23 H 4.87 -1.32 -0.27
24 H 4.09 0.70 1.16
25 H -3.65 0.55 -0.43

Results of the natural (NBO) charge analysis, in e, for atoms 1 through 4:
1. C -0.43
2. C -0.43
3. C -0.65
4. C -0.21



b is the most stable structure; the next one sits 79.5 kJ/mol above it.